# C29H21CdN3S5Se

A molecular structure, C29H21CdN3S5Se at a distorted geometry (wB97M-V/def2-TZVPD, the OMol25 dataset).

CARTESIAN COORDINATES (ANGSTROEM)
Cd 8.73 10.64 11.47
S 7.62 10.80 13.87
C 7.47 9.10 14.16
C 6.22 8.51 14.28
C 6.05 7.25 14.84
C 7.14 6.50 15.18
C 8.46 6.99 14.89
C 8.64 8.26 14.36
S 10.15 8.87 13.81
C 10.97 7.45 13.02
C 10.26 7.14 11.77
C 9.45 5.99 11.62
C 8.25 5.86 10.87
C 7.56 6.90 10.21
C 8.17 7.92 9.54
C 7.53 8.95 8.79
S 6.47 9.96 9.86
C 6.34 11.48 8.96
C 5.21 11.84 8.29
C 5.38 13.19 7.69
C 7.54 14.91 8.30
C 8.59 14.56 9.12
C 8.34 13.31 9.84
S 9.87 12.64 10.50
N 10.30 8.08 10.83
H 5.38 9.12 13.99
H 5.06 6.88 14.94
H 6.99 5.53 15.75
H 9.35 6.39 15.06
H 11.08 6.63 13.73
H 11.96 7.87 12.82
H 9.71 5.03 12.16
H 7.75 4.89 10.97
H 6.47 6.85 10.23
H 6.86 8.63 7.97
H 8.19 9.60 8.30
H 4.29 11.32 8.39
H 4.46 13.81 7.59
H 7.45 15.81 7.67
H 9.54 15.03 9.11
S 5.99 12.80 6.04
C 7.57 12.19 6.36
C 8.25 12.16 7.53
C 7.51 12.53 8.75
C 6.52 13.76 8.51
C 6.09 13.98 9.95
C 4.91 14.34 10.49
C 4.84 14.60 11.90
C 5.98 14.36 12.71
C 7.14 13.92 12.12
N 7.20 13.78 10.78
H 8.03 11.94 5.44
H 9.34 11.93 7.58
H 4.13 14.55 9.75
H 3.84 14.78 12.33
H 5.91 14.46 13.79
H 8.05 13.69 12.61
Se 10.43 7.21 6.93
C 9.78 7.50 8.48
N 9.57 7.87 9.68

Results
highest occupied orbital energy (spin up / spin down) = 1.6 / 1.6 eV
net charge = -2
Kohn-Sham gap (spin up / spin down) = 2.5993 / 2.5881 eV


# C4H14N2O

2 unconnected molecules or ions with the total composition C4H14N2O at a distorted geometry (wB97M-V/def2-TZVPD, the OMol25 dataset).

CARTESIAN COORDINATES (ANGSTROEM)
N 0.39 -0.52 2.34
C -0.70 -0.89 1.45
C -1.02 0.19 0.41
C 0.03 0.43 -0.63
C 0.15 -0.77 -1.62
N -1.13 -0.90 -2.34
H 0.74 0.42 2.09
H 1.23 -1.07 2.24
H -0.44 -1.78 0.86
H -1.58 -1.23 1.99
H -2.00 -0.04 -0.01
H -1.28 1.07 1.02
H 0.03 1.31 -1.28
H 1.02 0.52 -0.17
H 0.28 -1.74 -1.16
H 0.94 -0.51 -2.33
H -1.04 -1.60 -3.06
H -1.55 -0.04 -2.66
O 1.87 2.51 1.29
H 2.76 2.42 0.96
H 1.28 2.22 0.60

Results
highest occupied orbital energy = -9.1 eV
energy above the lowest of the compared OMol25 structures with the same formula, charge and spin = 1.4510 eV
Kohn-Sham gap = 9.7582 eV


# C4H5OTb

A molecular structure, C4H5OTb at a distorted geometry (wB97M-V/def2-TZVPD, the OMol25 dataset).

CARTESIAN COORDINATES (ANGSTROEM)
C 0.95 0.62 -1.99
C -0.03 0.54 -1.03
C 0.22 0.13 0.29
C -0.73 -0.70 0.95
O -0.61 -1.05 2.14
Tb -0.93 -0.81 4.48
H 0.71 0.91 -3.01
H 1.99 0.42 -1.74
H 1.02 0.58 0.87
H -1.10 0.58 -1.32
H -1.49 -1.23 0.35

Results
highest occupied orbital energy (spin up / spin down) = -22.6 / -21.8 eV
2S+1 = 8
expectation value of S² = 16.7744
net charge = +3
Kohn-Sham gap (spin up / spin down) = 9.5671 / 4.7076 eV


# C13H21FN2O5P

2 unconnected molecules or ions with the total composition C13H21FN2O5P at a distorted geometry (wB97M-V/def2-TZVPD, the OMol25 dataset).

CARTESIAN COORDINATES (ANGSTROEM)
C 2.99 -1.53 2.66
C 2.84 -0.11 2.11
F 3.95 0.22 1.35
C 1.59 0.08 1.24
N 1.76 -0.72 0.05
C 1.53 1.55 0.79
C 0.65 2.27 1.80
N -0.38 1.21 2.10
C 0.33 -0.13 2.14
P -1.05 -1.43 1.97
C -0.56 -2.69 0.75
O -0.87 -2.24 3.37
H 3.13 -1.51 3.74
H 3.88 -1.98 2.23
H 2.13 -2.15 2.43
H 2.80 0.62 2.92
H 1.78 -1.71 0.20
H 1.14 -0.49 -0.71
H 2.51 2.01 0.77
H 1.11 1.67 -0.20
H 0.14 3.12 1.36
H 1.16 2.52 2.73
H -1.02 1.18 1.30
H -0.98 1.39 2.90
H 0.69 -0.28 3.16
H -0.26 -2.29 -0.20
H 0.20 -3.36 1.15
H -1.46 -3.27 0.59
H -0.23 -2.94 3.32
C -1.89 -0.43 -4.19
C -2.37 0.66 -4.82
C -2.60 1.96 -4.08
O -3.02 2.90 -4.72
C -2.31 2.01 -2.65
C -1.86 0.92 -2.05
C -1.60 -0.37 -2.79
O -1.12 -1.28 -2.12
O -1.56 0.84 -0.74
O -2.67 0.69 -6.10
H -1.71 -1.36 -4.71
H -2.50 2.94 -2.13
H -1.30 -0.10 -0.60
H -2.98 1.59 -6.30

Results
highest occupied orbital energy = -12.5 eV
net charge = +1
Kohn-Sham gap = 8.2478 eV


# C5H6N2O

A single C5H6N2O molecule at a distorted geometry (wB97M-V/def2-TZVPD, the OMol25 dataset).

CARTESIAN COORDINATES (ANGSTROEM)
O 2.00 -1.03 -0.50
C 1.17 -0.33 0.32
C 0.86 1.20 -0.01
C -0.63 0.75 -0.12
C -2.08 0.60 -0.22
N -2.42 -0.66 -0.16
N -1.30 -1.37 0.04
C -0.26 -0.56 0.15
H 2.87 -0.62 -0.42
H 1.50 -0.42 1.40
H 1.32 1.48 -0.97
H 1.08 1.94 0.75
H -2.80 1.38 -0.39
H -1.31 -2.38 0.14

Results
highest occupied orbital energy = -8.9 eV
energy above the lowest of the compared OMol25 structures with the same formula, charge and spin = 2.4463 eV
Kohn-Sham gap = 9.6352 eV


# C3H4N2O2

2 unconnected molecules or ions with the total composition C3H4N2O2 at a distorted geometry (wB97M-V/def2-TZVPD, the OMol25 dataset).

CARTESIAN COORDINATES (ANGSTROEM)
C 1.50 0.06 -0.27
C 0.13 3.05 -0.18
C -0.93 -2.02 0.38
N 0.41 -0.34 0.01
N -0.56 -0.62 0.67
O 0.53 3.43 -1.19
O -0.23 2.93 0.88
H 2.00 0.57 -1.06
H -1.60 -2.07 -0.40
H 0.02 -2.46 -0.05
H -1.26 -2.53 1.21

Results
highest occupied orbital energy = -8.7 eV
energy above the lowest of the compared OMol25 structures with the same formula, charge and spin = 4.3781 eV
Kohn-Sham gap = 9.2085 eV


In the order shown, the computed electronic energy values come out to -5841.7550, -345.5229, -1053.7359, -1434.6658, -378.7810, -376.6029 a.u..